Entry 1:
Formula: C5H6ClN2O
Source: the OMol25 dataset
Level of theory: the ωB97M-V functional and the def2-TZVPD basis

Each line ends with the natural charge from an NBO analysis.
Element x y z (Å)
C -1.6116 -0.0439 -0.3157  -0.068
C -0.0001 0.4141 -1.5875  0.247
C -0.4512 -0.1014 0.4424  0.030
C -0.4107 -0.9309 2.2247  0.566
C 1.9710 0.1950 0.0015  -0.412
N -1.3519 0.5381 -1.5153  -0.452
N 0.5391 0.1816 -0.4066  -0.313
O 0.5432 -1.4956 2.5667  -0.428
Cl -1.8897 -0.5715 2.9444  0.131
H -2.6536 -0.0556 -0.0831  0.247
H 0.5075 0.7472 -2.5381  0.252
H 1.9730 0.7263 0.9580  0.244
H 2.2252 -0.9747 0.2026  0.252
H 2.6478 0.6377 -0.7216  0.250
H -2.0379 0.7336 -2.1722  0.454

Values from the calculation:
**Net charge**: +1
**Orbital gap**: 10.56 eV
**Total energy**: -838.7473 hartree
**Multiplicity**: 1
**Energy relative to the best compared isomer or geometry (same formula, charge and spin)**: 2.832 eV
**LUMO level**: -3.57 eV
**F_max**: 5.5 eV Å⁻¹


Entry 2:
Formula: C27H23O5S2
Source: the OMol25 dataset
Level of theory: the ωB97M-V functional and the def2-TZVPD basis

Each line ends with the natural charge from an NBO analysis.
Element x y z (Å)
C -0.6669 1.3274 -3.8176  -0.205
C -1.9630 1.2427 -3.2938  -0.231
C -2.2792 0.2208 -2.3992  -0.180
C -1.2768 -0.6600 -1.9778  -0.343
S -1.6581 -1.8829 -0.7174  2.161
C -1.1903 -1.1131 0.8404  -0.615
C -0.0370 -0.4004 0.9500  -0.096
C 0.2694 0.4468 2.0853  -0.008
C -0.7811 1.0452 2.8227  -0.198
C -0.5425 1.5770 4.0911  -0.220
C 0.7577 1.5541 4.6214  -0.195
C 1.8346 1.1370 3.8224  -0.234
C 1.5903 0.7103 2.5131  -0.170
S -2.1131 -1.7697 2.2976  2.119
C -2.7545 -3.4588 1.9386  -0.190
C -4.1273 -3.6967 1.8563  -0.204
C -4.5897 -4.9925 1.5967  -0.222
C -3.6770 -6.0292 1.3889  -0.192
C -2.3036 -5.7957 1.5107  -0.218
C -1.8434 -4.5168 1.8311  -0.200
O -1.1467 -1.9814 3.3588  -0.925
O -3.2350 -0.8604 2.4661  -0.942
O -3.1008 -2.0218 -0.7505  -0.946
O -0.7986 -3.0373 -0.8751  -0.937
C -0.0084 -0.6209 -2.5526  -0.182
C 0.3050 0.3873 -3.4650  -0.125
H -0.4149 2.1264 -4.5125  0.215
H -2.7343 1.9642 -3.5768  0.211
H -3.2936 0.0997 -2.0241  0.237
H 0.7148 -0.5288 0.1661  0.289
H -1.7791 1.1095 2.3870  0.236
H -1.3855 1.9762 4.6681  0.211
H 0.9291 1.8700 5.6525  0.205
H 2.8536 1.1379 4.2262  0.214
H 2.4155 0.5354 1.8195  0.255
H -4.8174 -2.8638 1.9704  0.244
H -5.6637 -5.1792 1.5416  0.214
H -4.0334 -7.0260 1.1328  0.210
H -1.5824 -6.5989 1.3533  0.218
H -0.7777 -4.3292 1.9662  0.243
H 0.7277 -1.3719 -2.2736  0.249
H 1.3121 0.4263 -3.8853  0.228
C 2.8456 5.4496 -1.8063  -0.645
C 3.3031 4.0161 -1.9965  0.088
C 4.5080 3.7358 -2.6575  -0.390
C 4.9231 2.4082 -2.8332  -0.200
C 4.1864 1.3509 -2.3358  -0.385
C 2.9756 1.5665 -1.5305  0.422
O 2.3657 0.6784 -0.8721  -0.815
C 2.5335 2.9613 -1.5237  -0.405
H 1.8714 5.4715 -1.2974  0.205
H 3.5735 6.0064 -1.1957  0.201
H 2.7534 5.9696 -2.7726  0.198
H 5.0978 4.5676 -3.0353  0.180
H 5.8496 2.2005 -3.3709  0.186
H 4.5117 0.3206 -2.4855  0.191
H 1.5664 3.1375 -1.0409  0.189

Values from the calculation:
**Net charge**: -1
**Orbital gap**: 5.24 eV
**Total energy**: -2215.2170 hartree
**Multiplicity**: 1
**Energy relative to the best compared isomer or geometry (same formula, charge and spin)**: 0.000 eV
**LUMO level**: 1.90 eV
**F_max**: 1.8 eV Å⁻¹


Entry 3:
Formula: C32H21ClN2OPRuS3
Source: the OMol25 dataset
Level of theory: the ωB97M-V functional and the def2-TZVPD basis

Each line ends with the natural charge from an NBO analysis.
Element x y z (Å)
Ru -1.0965 0.3961 1.8202  0.042
S -2.6404 -1.1701 1.9906  0.525
C -4.1198 -0.4225 2.2759  -0.339
C -5.2753 -1.2496 2.4889  0.215
N -6.1942 -1.9153 2.6695  -0.194
C -4.1956 0.9652 2.2936  -0.276
S -2.8035 1.8605 2.0374  0.431
C -5.4412 1.6446 2.5231  0.212
N -6.4277 2.2018 2.7132  -0.180
Cl -0.7773 0.4229 4.2845  0.124
C 0.9734 0.6094 4.5889  0.021
C 1.3477 0.9435 5.8717  -0.229
C 2.7001 1.1368 6.1253  -0.157
C 3.6321 0.9957 5.1079  -0.210
C 3.2205 0.6449 3.8294  -0.104
C 1.8722 0.4342 3.5499  -0.426
P 1.2833 -0.0774 1.9144  0.961
C 2.6104 0.2721 0.7582  -0.411
C 3.5001 -0.7208 0.3570  -0.136
C 4.5686 -0.3928 -0.4670  -0.206
C 4.7494 0.9178 -0.8834  -0.174
C 3.8565 1.9083 -0.4910  -0.199
C 2.7855 1.5865 0.3249  -0.173
C 1.1113 -1.8832 2.0185  -0.278
C 0.4900 -2.5491 0.9587  -0.237
C 0.3174 -3.9225 1.0088  -0.189
C 0.7514 -4.6368 2.1188  -0.179
C 1.3650 -3.9785 3.1750  -0.193
C 1.5476 -2.6032 3.1282  -0.230
H 0.6068 1.0667 6.6493  0.249
H 3.0192 1.4115 7.1218  0.240
H 4.6824 1.1596 5.3071  0.238
H 3.9522 0.5310 3.0388  0.230
H 3.3630 -1.7443 0.6825  0.221
H 5.2601 -1.1634 -0.7804  0.229
H 5.5880 1.1700 -1.5191  0.231
H 3.9934 2.9280 -0.8252  0.232
H 2.0842 2.3593 0.6208  0.224
H 0.1427 -1.9935 0.0945  0.233
H -0.1650 -4.4347 0.1867  0.230
H 0.6100 -5.7089 2.1601  0.232
H 1.7017 -4.5358 4.0391  0.231
H 2.0301 -2.1010 3.9569  0.225
C -3.9648 0.9617 -8.5628  -0.724
C -3.2548 1.7814 -7.5235  0.488
O -3.7093 2.7296 -6.9642  -0.509
S -1.5363 1.1762 -7.2058  0.207
C -1.4721 1.0982 -5.4552  -0.139
C -2.1266 1.9945 -4.5973  -0.228
C -2.0293 1.8267 -3.2376  -0.146
C -1.2459 0.7891 -2.6826  -0.101
C -0.5526 -0.0741 -3.5612  -0.158
C -0.6700 0.0762 -4.9184  -0.220
C -1.1680 0.6323 -1.3006  -0.015
C -1.1454 0.5354 -0.0637  -0.199
H -4.9287 1.4107 -8.7851  0.247
H -4.0866 -0.0552 -8.1892  0.251
H -3.3517 0.9031 -9.4642  0.248
H -2.6984 2.8122 -5.0069  0.260
H -2.5414 2.5045 -2.5674  0.227
H 0.0587 -0.8659 -3.1487  0.222
H -0.1564 -0.5998 -5.5897  0.232

Values from the calculation:
**Net charge**: +1
**Orbital gap (alpha / beta)**: 4.26 / 4.26 eV
**Total energy**: -3507.4410 hartree
**Multiplicity**: 1
**Energy relative to the best compared isomer or geometry (same formula, charge and spin)**: 1.394 eV
**LUMO level (alpha / beta)**: -6.00 / -6.00 eV
**F_max**: 2.3 eV Å⁻¹


Entry 4:
Formula: C6H4O
Source: the OMol25 dataset
Level of theory: the ωB97M-V functional and the def2-TZVPD basis

Each line ends with the natural charge from an NBO analysis.
Element x y z (Å)
C 2.3828 0.5688 -0.2916  -0.209
C 1.2187 0.7200 -0.0265  0.004
C -0.0290 -0.3051 1.5237  0.334
C -0.1912 0.7435 0.4035  -0.485
C -1.1166 0.0976 -0.5992  -0.240
C -1.2709 -1.1504 -0.1956  0.091
O -0.6054 -1.3848 1.0271  -0.468
H 3.4183 0.4369 -0.5149  0.243
H -0.4778 1.7394 0.7571  0.270
H -1.5500 0.5490 -1.4826  0.242
H -1.7789 -2.0150 -0.6009  0.217

Values from the calculation:
**Net charge**: 0
**Orbital gap**: 9.62 eV
**Total energy**: -306.0757 hartree
**Multiplicity**: 1
**Energy relative to the best compared isomer or geometry (same formula, charge and spin)**: 3.697 eV
**LUMO level**: 0.56 eV
**F_max**: 0.6 eV Å⁻¹


Entry 5:
Formula: C9H13N2
Source: the OMol25 dataset
Level of theory: the ωB97M-V functional and the def2-TZVPD basis

Each line ends with the natural charge from an NBO analysis.
Element x y z (Å)
C -1.7729 1.0585 1.8881  -0.315
C -1.0092 -0.0287 2.2038  -0.025
C 1.2635 -0.3156 1.3675  -0.161
C 1.9650 -0.0545 0.2820  -0.028
C -1.5950 1.6091 0.6195  0.193
C -0.1971 -0.7209 1.1241  -0.420
C -0.6951 -0.3808 -0.2627  0.545
C -1.2426 -1.4329 -1.1514  -0.698
C 1.5529 0.7679 -2.1014  -0.435
N -1.1555 0.8947 -0.3956  -0.495
N 1.2856 -0.2141 -1.0177  -0.532
H -2.2550 1.5523 2.7227  0.257
H -0.9754 -0.3969 3.2165  0.243
H 1.6335 -0.3704 2.4283  0.261
H 2.8957 0.4269 0.0942  0.231
H -1.7176 2.6588 0.3887  0.230
H -0.1470 -1.8167 1.1650  0.273
H -1.4364 -0.9092 -2.0789  0.258
H -2.2415 -1.6583 -0.8381  0.270
H -0.5573 -2.3472 -1.1830  0.239
H 2.3861 0.3891 -2.7785  0.228
H 0.6067 0.7418 -2.6634  0.235
H 1.9349 1.7757 -1.6598  0.236
H 1.4737 -1.2288 -1.3697  0.410

Values from the calculation:
**Net charge**: +1
**Orbital gap**: 8.63 eV
**Total energy**: -459.9033 hartree
**Multiplicity**: 1
**Energy relative to the best compared isomer or geometry (same formula, charge and spin)**: 3.014 eV
**LUMO level**: -4.78 eV
**F_max**: 3.6 eV Å⁻¹


Entry 6:
Formula: C23H23CoF2N4S
Source: the OMol25 dataset
Level of theory: the ωB97M-V functional and the def2-TZVPD basis

Each line ends with the natural charge from an NBO analysis.
Element x y z (Å)
Co 0.1799 -0.4444 -0.6630  0.999
F -3.2728 -4.0110 -2.3659  -0.311
C -2.0168 -3.5430 -2.3748  0.452
C -1.7255 -2.4034 -1.6385  -0.400
C -0.4245 -1.9199 -1.6452  -0.152
C 0.5680 -2.5652 -2.4033  -0.182
C 0.2114 -3.6986 -3.1232  0.451
F 1.1339 -4.3408 -3.8598  -0.315
C -1.0709 -4.2131 -3.1244  -0.372
C 1.8903 -1.9315 -2.3528  0.213
C 3.0508 -2.3349 -3.0049  -0.229
C 4.2063 -1.5917 -2.8421  -0.129
C 4.1963 -0.4634 -2.0351  -0.253
C 3.0125 -0.1235 -1.4122  0.056
N 1.8950 -0.8329 -1.5660  -0.502
H -2.5343 -1.9177 -1.1027  0.225
H -1.3170 -5.0962 -3.6941  0.258
H 3.0426 -3.2142 -3.6274  0.250
H 5.1153 -1.8941 -3.3447  0.234
H 5.0810 0.1365 -1.8845  0.238
H 2.9442 0.7389 -0.7598  0.207
N -1.5301 -1.9450 1.9262  -0.773
C -0.5277 -1.2841 2.5247  0.356
S 0.7991 -0.7562 1.6078  -0.310
N -0.6168 -1.1456 3.8509  -0.573
C 0.2162 -0.4696 4.7925  0.207
C 0.9367 0.6783 4.5003  -0.254
C 1.6866 1.2730 5.5056  -0.185
C 1.7125 0.7460 6.7855  -0.203
C 0.9716 -0.3910 7.0729  -0.184
C 0.2253 -0.9990 6.0792  -0.256
H -1.3996 -2.2647 0.9770  0.431
H -2.2906 -2.3459 2.4516  0.401
H -1.3582 -1.6691 4.2963  0.400
H 0.9108 1.1161 3.5170  0.235
H 2.2497 2.1675 5.2789  0.223
H 2.3003 1.2213 7.5575  0.227
H 0.9761 -0.8106 8.0687  0.228
H -0.3445 -1.8934 6.3013  0.214
C -1.4571 4.6285 -1.2934  -0.589
C -1.8596 3.4759 -2.2208  -0.169
C -1.3556 3.7167 -3.6487  -0.589
C -3.3784 3.2648 -2.2046  -0.589
C -1.2245 2.2439 -1.7204  0.499
N -0.7232 1.2859 -1.3376  -0.522
H -1.9386 5.5389 -1.6490  0.231
H -0.3794 4.7854 -1.2996  0.224
H -1.7805 4.4462 -0.2696  0.223
H -1.8173 4.6286 -4.0261  0.230
H -1.6273 2.8944 -4.3089  0.226
H -0.2743 3.8441 -3.6721  0.224
H -3.8543 4.1766 -2.5639  0.230
H -3.7409 3.0627 -1.1977  0.223
H -3.6719 2.4437 -2.8569  0.226

Values from the calculation:
**Net charge**: +1
**Orbital gap (alpha / beta)**: 8.05 / 8.41 eV
**Total energy**: -3089.7754 hartree
**Multiplicity**: 2
**⟨S²⟩**: 0.959
**LUMO level (alpha / beta)**: -3.07 / -2.56 eV
**F_max**: 0.6 eV Å⁻¹


Entry 7:
Formula: C4H10F12Li2N2O13S4
Source: the OMol25 dataset
Level of theory: the ωB97M-V functional and the def2-TZVPD basis

Each line ends with the natural charge from an NBO analysis.
Element x y z (Å)
Li -8.3589 2.0044 5.1181  1.000
Li -2.1641 6.2255 2.0018  0.995
C -2.9061 1.5683 -2.1512  0.781
F -3.3157 0.5076 -1.4030  -0.317
F -2.6755 1.3425 -3.4177  -0.286
F -3.9227 2.4962 -2.0573  -0.353
S -1.2758 2.3205 -1.2724  2.097
O -0.1456 1.5330 -1.6635  -0.843
O -1.2580 3.6610 -1.8146  -0.947
N -1.8124 2.3354 0.4328  -1.187
S -0.9126 1.2756 0.9803  2.124
O -0.7911 -0.0499 0.3016  -0.887
O 0.3787 1.9779 1.2622  -0.953
C -1.7545 0.8150 2.6680  0.747
F -1.0982 -0.3741 2.9984  -0.318
F -1.5806 1.7472 3.6079  -0.323
F -3.0465 0.4998 2.4554  -0.330
C 4.4809 -7.1280 3.4217  0.760
F 5.2469 -7.0295 4.5388  -0.322
F 3.4161 -7.9739 3.7844  -0.353
F 3.9560 -5.9528 3.0539  -0.309
S 5.5063 -7.7591 1.8428  2.106
O 6.7164 -6.9813 1.9552  -0.914
O 5.6619 -9.2147 2.0190  -0.928
N 4.5066 -7.4954 0.4377  -1.111
S 5.1143 -6.1702 -0.2372  2.145
O 5.1947 -5.0210 0.6710  -0.931
O 6.2450 -6.4190 -1.1084  -0.941
C 3.6658 -5.9310 -1.5476  0.761
F 3.9806 -4.9397 -2.3420  -0.322
F 3.5432 -7.0152 -2.2449  -0.315
F 2.4778 -5.6955 -1.0302  -0.326
O -0.4024 7.2048 8.2609  -0.926
H -1.0674 6.6453 7.8596  0.458
H -0.8920 7.9539 8.6004  0.467
O -6.8738 2.6326 1.2094  -0.972
H -5.9338 2.6230 1.0290  0.487
H -7.2796 2.3724 0.3824  0.485
O 5.8054 0.5213 -6.5142  -0.939
H 5.0030 0.8450 -6.1050  0.467
H 6.3243 0.1782 -5.7867  0.471
O -4.7194 7.3568 -0.8367  -0.962
H -5.5525 6.9977 -1.1420  0.479
H -4.3601 7.8108 -1.5990  0.483
O -4.5890 6.2244 -8.9059  -0.937
H -3.6936 6.0798 -9.2116  0.470
H -4.8417 5.3942 -8.5019  0.467

Values from the calculation:
**Net charge**: 0
**Orbital gap**: 1.79 eV
**Total energy**: -4051.9106 hartree
**Multiplicity**: 1
**LUMO level**: -5.12 eV
**F_max**: 8.0 eV Å⁻¹


Entry 8:
Formula: C17H22NO3
Source: the OMol25 dataset
Level of theory: the ωB97M-V functional and the def2-TZVPD basis

Each line ends with the natural charge from an NBO analysis.
Element x y z (Å)
C -1.5296 -3.9472 -0.1548  -0.418
C -0.6427 -3.1698 -0.7598  -0.173
C -1.0172 -1.9267 -1.5087  -0.464
H -2.0294 -2.0182 -1.9079  0.219
H -0.3353 -1.7692 -2.3430  0.257
C -0.9420 -0.6926 -0.5864  -0.051
C 0.4636 -0.3638 -0.1502  -0.124
C 1.1581 0.6358 -0.8353  -0.253
C 2.4566 0.9657 -0.4927  0.290
C 3.0873 0.2820 0.5832  0.299
C 2.3847 -0.7027 1.2567  -0.306
C 1.0838 -1.0280 0.8925  -0.196
H 0.5865 -1.8182 1.4363  0.198
H 2.8424 -1.2365 2.0727  0.233
O 4.3447 0.6713 0.8508  -0.463
C 5.0530 0.0392 1.8942  -0.256
H 6.0314 0.5147 1.9107  0.216
H 5.1741 -1.0313 1.7047  0.181
H 4.5616 0.1889 2.8602  0.181
O 3.2083 1.9067 -1.0925  -0.463
C 2.6771 2.6211 -2.1846  -0.256
H 2.4200 1.9545 -3.0136  0.179
H 1.7975 3.2041 -1.8939  0.177
H 3.4677 3.2984 -2.5008  0.217
H 0.6670 1.1480 -1.6473  0.217
H -1.3641 0.1718 -1.1081  0.244
N -1.8040 -0.9650 0.6111  -0.542
H -1.3925 -0.4840 1.4211  0.454
H -1.7477 -1.9950 0.7619  0.463
C -3.2195 -0.5187 0.4787  -0.258
C -3.2695 0.9696 0.4443  0.197
C -3.7502 1.8650 -0.4646  -0.254
C -3.4963 3.1489 0.0784  -0.306
C -2.8743 2.9383 1.2687  0.122
O -2.7287 1.6241 1.5039  -0.414
H -2.4991 3.6132 2.0112  0.223
H -3.7464 4.0907 -0.3619  0.249
H -4.2354 1.6453 -1.3931  0.241
H -3.7764 -0.9002 1.3399  0.243
H -3.6507 -0.9270 -0.4353  0.243
H 0.4134 -3.3823 -0.6876  0.230
H -1.2324 -4.8250 0.3922  0.230
H -2.5955 -3.7957 -0.2510  0.196

Values from the calculation:
**Net charge**: +1
**Orbital gap**: 8.62 eV
**Total energy**: -941.1723 hartree
**Multiplicity**: 1
**Energy relative to the best compared isomer or geometry (same formula, charge and spin)**: 2.654 eV
**LUMO level**: -2.39 eV
**F_max**: 1.0 eV Å⁻¹